Entry 1:
The molecule C6H12NO3PS at a distorted geometry, computed with ωB97M-V/def2-TZVPD.

The geometry in ORCA input format:
```
! RIJCOSX wB97M-V def2-TZVPD def2/J DEFGRID3
* xyz 0 1
C 0.1949 -0.0325 -1.2325
C -0.6625 -1.2414 0.7571
C 1.6164 -1.5311 0.0231
C -0.1212 -0.7994 2.1237
C 2.0728 -1.0663 1.4092
C -0.9349 2.0442 -3.1066
N 0.3191 -0.9454 -0.2586
O 1.0784 0.2452 -2.0145
O 1.1217 -1.4059 2.3926
O -2.2846 1.8564 1.2291
P -1.4924 0.8218 -1.3477
S -1.0809 2.2604 0.1303
H -0.8400 -2.3224 0.7662
H -1.6029 -0.7249 0.5449
H 2.3158 -1.2104 -0.7496
H 1.5209 -2.6227 0.0107
H -0.0198 0.2952 2.1374
H -0.7985 -1.1081 2.9210
H 3.0031 -1.5585 1.6952
H 2.2251 0.0240 1.3943
H -1.4484 2.9846 -2.9700
H -1.2981 1.4685 -3.9427
H 0.1400 2.0991 -3.0496
H -3.0238 2.4696 1.1370
*
```

Properties
* LUMO energy: 0.24 eV
* SMILES string: CP(SO)C(=O)N1CCOCC1


Entry 2:
A cluster of 2 separate species, C10H16N3 in total at a distorted geometry, computed with ωB97M-V/def2-TZVPD.

The geometry in ORCA input format:
```
! RIJCOSX wB97M-V def2-TZVPD def2/J DEFGRID3
* xyz 1 1
C -1.0715 -1.7136 -0.3677
C 2.4461 1.5769 -0.4647
C 2.4187 1.5443 0.8953
C 1.1525 -0.0760 0.1529
C -1.8979 0.8665 0.8469
C 1.2854 -1.2474 -2.4705
C -0.2970 -2.4888 1.7283
C -1.5428 -0.3354 1.7281
C 1.3331 0.2687 -2.2403
C -0.9984 -1.4323 0.9679
N -1.1256 -2.2525 -1.3693
N 1.5890 0.6034 -0.8624
N 1.7060 0.4585 1.2632
H 2.8172 2.3511 -1.1751
H 3.1394 2.0128 1.5476
H -2.0307 0.6212 -0.1817
H -1.0873 1.5602 0.9284
H -2.7571 1.4126 1.2589
H 0.3138 -1.6657 -1.8960
H 2.0562 -1.8143 -1.9196
H 1.0221 -1.4629 -3.5743
H -0.9637 -3.2850 2.0567
H 0.0934 -2.1406 2.6647
H 0.6646 -2.8585 1.2600
H -2.6592 -0.6672 2.0002
H -0.9675 -0.1260 2.5596
H 0.3466 0.7632 -2.5667
H 2.1956 0.7608 -2.7817
H 1.4736 0.0356 2.2537
*
```

Properties
* LUMO energy (alpha / beta): -5.90 / -5.90 eV


Entry 3:
A structure of composition C22H36N6O2 at a distorted geometry, computed with ωB97M-V/def2-TZVPD.

The geometry in ORCA input format:
```
! RIJCOSX wB97M-V def2-TZVPD def2/J DEFGRID3
* xyz 0 1
C 7.0711 2.6884 1.4292
C 6.4681 1.3380 1.1793
C 5.0243 1.6113 0.7116
H 4.3844 2.0927 1.4480
H 4.8621 1.8758 -0.3672
C 4.0980 0.0862 0.6289
C 2.6533 0.2346 0.3119
C 1.6157 0.7620 0.7589
N 0.5743 0.8009 -0.1085
N 1.1220 0.3946 -1.2253
N 2.2818 0.3993 -1.1127
C -0.8552 1.1787 0.1182
H -0.8987 0.9123 1.1863
H -1.3503 0.3925 -0.1952
C -1.1953 2.4238 -0.4933
C -1.1980 2.4179 -1.7670
H -0.2469 1.7129 -2.2144
C -2.5115 1.7779 -2.1755
H -2.7462 2.2814 -3.2813
H -2.4340 0.7920 -2.1547
C -3.4310 2.2674 -1.1895
C -4.4909 1.2701 -0.5196
O -3.7068 0.1044 -0.2075
C -4.4840 -0.5970 0.9531
C -5.6787 0.3711 0.7971
H -6.4341 -0.1648 0.4541
H -5.9372 0.0312 2.0900
C -5.2222 1.7288 0.4735
H -4.7346 2.0732 1.3442
H -6.0664 2.1455 0.2740
C -3.5571 -0.6400 2.0047
N -2.3084 -1.3626 1.7030
C -1.8629 -2.2730 0.9974
C -0.5539 -2.5648 1.1553
N -0.2178 -1.6140 2.1339
N -1.1812 -0.6975 2.5472
C 0.4902 -3.2993 0.3235
H 1.4378 -3.0890 1.2082
C 0.4955 -2.9760 -0.9922
C 1.5147 -3.6685 -1.6035
C 1.8114 -3.5032 -3.0125
H 0.6620 -3.5817 -3.4506
H 2.4379 -4.0205 -3.6236
H 1.8806 -2.5031 -3.2468
H 2.4730 -3.5064 -1.2788
H 1.6068 -4.9346 -1.6076
H 0.7612 -2.0632 -1.1287
H -0.3152 -3.4255 -1.4227
H 0.2412 -4.2659 0.5573
H -2.6998 -2.7503 0.3697
H -4.0912 -1.2938 2.7492
H -3.3575 0.2890 2.4122
H -4.4941 -1.5986 0.3433
H -4.9278 0.8523 -1.4561
H -3.8725 3.0786 -1.2649
O -2.4995 2.7736 0.1797
H -1.0872 3.4149 -2.3245
H -0.6751 3.2485 0.1452
H 1.5224 1.0363 1.9425
H 4.8146 -0.4370 0.1164
H 4.2347 -0.4361 1.4413
H 6.3880 0.7992 2.2238
H 6.8959 0.7501 0.3802
H 7.9006 2.5134 1.7662
H 6.5373 3.1875 2.1276
H 7.0625 3.1588 0.4382
*
```

Properties
* LUMO energy: 0.56 eV


Entry 4:
A cluster of 2 separate species, C4H12N2O2 in total, computed with ωB97M-V/def2-TZVPD.

The geometry in ORCA input format:
```
! RIJCOSX wB97M-V def2-TZVPD def2/J DEFGRID3
* xyz 0 1
O -2.9679 -0.8637 -0.0138
C -1.8847 -1.0645 -0.4790
C -0.6293 -0.3390 -0.0123
C -0.6036 1.0899 -0.5577
C 0.7966 1.7092 -0.4490
N 1.7195 1.1459 -1.4247
N -0.5302 -0.4341 1.4317
H -1.7436 -1.8305 -1.2742
H 0.2085 -0.8779 -0.4470
H -0.9425 1.1296 -1.5908
H -1.3101 1.7001 0.0182
H 0.6976 2.7842 -0.5523
H 1.1395 1.5567 0.5746
H 2.2654 1.8665 -1.8754
H 2.3943 0.5257 -1.0074
H -1.0334 0.3117 1.8924
H 0.4284 -0.4601 1.7348
H 2.6846 -1.8169 0.3864
H 2.3120 -1.6941 1.8511
O 2.7753 -1.2207 1.1417
*
```

Properties
* LUMO energy: 0.51 eV
* SMILES string: NCC[C@@H](N)C=O.O


Entry 5:
A cluster of 2 separate species, C3H5F2NS in total at a distorted geometry, computed with ωB97M-V/def2-TZVPD.

The geometry in ORCA input format:
```
! RIJCOSX wB97M-V def2-TZVPD def2/J DEFGRID3
* xyz 0 1
C -2.1627 -0.6839 0.6301
C 2.0375 1.1069 0.2642
C 1.8486 0.0668 -0.4968
N -1.0677 -1.1478 0.1968
F 1.8528 -1.1726 -0.2054
F 1.7072 0.1499 -1.7980
S -3.0056 0.4532 -0.4364
H 2.0833 1.1885 1.3478
H -3.8540 0.7802 0.6150
H 1.8018 2.0671 -0.1802
H -0.4829 -1.6226 0.9019
H -0.7583 -1.1855 -0.8390
*
```

Properties
* LUMO energy: 0.68 eV


For each record above, in turn, the calculated energy above the lowest of the compared OMol25 structures with the same formula, charge and spin values are 217.1; 518.1; 2165.4; 190.6; 268.4 kJ/mol.